[1]
Entry from OMol25: a cluster of 2 separate species, C2H2F2S2 in total (the ωB97M-V functional and the def2-TZVPD basis).

Cartesian coordinates (Å):
C  0.472  -0.262  -0.282
C  -0.638  0.293  0.088
F  0.660  -1.400  -0.974
F  -0.792  1.471  0.553
S  2.689  0.754  0.014
S  -2.145  -0.743  0.125
H  2.741  -0.026  1.134
H  -2.988  -0.087  -0.658

Results
M = 128.17 g mol⁻¹
E_LUMO = -1.4 eV
Energy relative to the best compared isomer or geometry (same formula, charge and spin) = 73.7 kcal per mole
Largest force on an atom = 5.2 eV Å⁻¹
Gap between HOMO and LUMO = 8.48 eV
E_HOMO = -9.87 eV

=====

[2]
Entry from OMol25: an isolated molecule of C2H2N2O3 (the ωB97M-V functional and the def2-TZVPD basis).

Cartesian coordinates (Å):
C  -0.934  -1.107  -0.333
C  -1.159  0.383  0.063
N  1.070  0.278  0.540
N  0.113  -1.623  0.031
O  1.999  1.137  -0.110
O  -2.229  0.910  0.108
O  -0.020  0.939  0.375
H  -1.656  -1.696  -0.791
H  2.816  0.778  0.117

Results
M = 102.05 g mol⁻¹
E_LUMO (alpha / beta) = -0.8 / -0.6 eV
Energy relative to the best compared isomer or geometry (same formula, charge and spin) = 138.8 kcal per mole
Largest force on an atom = 3.6 eV Å⁻¹
Gap between HOMO and LUMO (alpha / beta) = 8.84 / 9.05 eV
E_HOMO (alpha / beta) = -9.61 / -9.69 eV

=====

[3]
Entry from OMol25: a structure of composition C7H20B2CuInNO3P (the ωB97M-V functional and the def2-TZVPD basis).

Cartesian coordinates (Å):
C  3.935  -0.519  -0.377
C  3.790  -0.682  0.947
C  2.511  -0.601  1.737
In  0.800  0.042  0.494
B  1.283  2.030  -0.517
N  2.565  2.674  -0.322
O  0.353  2.663  -1.307
B  -1.151  0.361  1.695
O  -1.242  1.125  2.873
O  -2.382  -0.196  1.243
C  -2.732  0.368  -0.053
C  -3.931  1.323  0.058
P  0.303  -1.875  -1.166
C  -0.880  -3.016  -0.364
C  -0.440  -1.343  -2.740
H  4.848  -0.075  -0.755
H  3.185  -0.797  -1.109
H  4.709  -0.878  1.497
H  2.289  -1.622  2.074
H  2.654  -0.012  2.638
H  3.174  2.570  -1.128
H  3.060  2.275  0.466
H  0.821  3.324  -1.835
H  -2.184  1.394  2.993
H  -3.035  -0.454  -0.695
H  -1.894  0.891  -0.505
H  -4.175  1.459  1.109
H  -4.795  0.935  -0.467
H  -3.690  2.305  -0.338
H  -0.429  -4.001  -0.261
H  -1.831  -3.071  -0.885
H  -1.070  -2.657  0.646
H  -0.610  -2.225  -3.355
H  0.300  -0.745  -3.267
H  -1.351  -0.765  -2.617
Cu  -2.758  -0.205  3.592

Results
M = 397.20 g mol⁻¹
Charge = +1
E_LUMO (alpha / beta) = -5.3 / -5.4 eV
Largest force on an atom = 1.9 eV Å⁻¹
2S+1 = 2
Gap between HOMO and LUMO (alpha / beta) = 5.26 / 5.13 eV
E_HOMO (alpha / beta) = -10.60 / -10.55 eV

=====

[4]
Entry from OMol25: a structure of composition C21H43FO6SSi2 (the ωB97M-V functional and the def2-TZVPD basis).

Cartesian coordinates (Å):
C  3.410  -0.322  2.219
C  3.110  -0.839  1.147
C  2.882  -1.320  -0.344
Si  1.291  -0.468  -1.057
F  0.731  0.555  0.167
C  0.090  -1.901  -1.476
C  -1.212  -1.952  -0.551
C  -1.572  -3.478  -0.168
C  -2.538  -4.171  -1.224
O  -2.940  -5.493  -0.765
O  1.658  0.307  -2.535
Si  1.665  2.023  -2.439
S  2.040  2.724  -4.474
C  0.028  2.806  -1.901
C  -1.265  2.209  -2.647
C  -2.478  3.211  -2.281
C  -3.912  2.596  -2.575
C  -4.724  2.198  -1.252
O  -4.594  3.155  -0.189
C  -3.907  2.616  0.953
C  -2.941  3.674  1.665
O  2.901  2.691  -1.465
C  4.139  1.941  -1.516
C  5.299  2.942  -1.026
C  5.971  3.754  -2.216
H  3.840  0.368  2.996
H  3.792  -1.069  -0.983
H  2.764  -2.449  -0.308
H  0.645  -2.886  -1.339
H  -0.152  -1.829  -2.590
H  -1.071  -1.398  0.422
H  -2.073  -1.524  -1.158
H  -2.154  -3.452  0.829
H  -0.622  -4.101  -0.079
H  -1.953  -4.356  -2.177
H  -3.461  -3.545  -1.422
H  -3.011  -5.485  0.212
H  3.214  2.137  -4.923
H  -0.142  2.828  -0.781
H  0.077  3.905  -2.224
H  -1.495  1.139  -2.360
H  -1.053  2.231  -3.770
H  -2.300  4.145  -2.902
H  -2.310  3.487  -1.189
H  -4.524  3.432  -3.061
H  -3.863  1.769  -3.343
H  -4.444  1.139  -0.971
H  -5.831  2.178  -1.532
H  -3.278  1.701  0.738
H  -4.688  2.326  1.727
H  -3.472  4.654  1.873
H  -2.623  3.274  2.685
H  -1.990  3.832  1.054
H  4.376  1.487  -2.526
H  4.070  1.152  -0.691
H  4.782  3.681  -0.324
H  6.083  2.412  -0.403
H  5.135  4.151  -2.870
H  6.485  4.663  -1.755
H  6.713  3.147  -2.825
O  -2.285  -4.459  3.153
C  -1.239  -4.035  3.590
O  -0.197  -4.861  3.780
C  1.129  -4.427  4.117
C  1.276  -4.232  5.612
C  -1.113  -2.595  4.013
H  1.406  -3.536  3.548
H  1.802  -5.222  3.791
H  0.608  -3.452  5.984
H  2.302  -3.957  5.866
H  1.016  -5.150  6.144
H  -1.510  -2.482  5.023
H  -1.698  -1.982  3.326
H  -0.096  -2.210  3.975

Results
M = 498.81 g mol⁻¹
E_LUMO = 0.4 eV
Energy relative to the best compared isomer or geometry (same formula, charge and spin) = 75.5 kcal per mole
Largest force on an atom = 3.1 eV Å⁻¹
Gap between HOMO and LUMO = 9.93 eV
E_HOMO = -9.53 eV

=====

[5]
Entry from OMol25: a cluster of 6 separate species, C5H20ClN10O5 in total (the ωB97M-V functional and the def2-TZVPD basis).

Cartesian coordinates (Å):
Cl  -0.548  -0.259  -0.210
C  2.881  -0.741  -3.519
O  2.621  -1.789  -4.135
N  4.013  -0.034  -3.817
N  2.173  -0.355  -2.443
H  4.217  -0.219  -4.792
H  4.229  0.898  -3.515
H  1.285  -0.779  -2.227
H  2.428  0.555  -2.105
C  -0.722  -3.772  1.601
O  -1.901  -3.422  1.533
N  0.311  -3.046  1.102
N  -0.358  -4.908  2.250
H  0.113  -2.208  0.537
H  1.192  -3.514  1.176
H  -1.025  -5.522  2.678
H  0.566  -5.042  2.619
C  -1.720  1.298  -4.156
O  -1.457  1.988  -5.154
N  -2.504  0.190  -4.173
N  -1.130  1.553  -2.958
H  -2.549  -0.326  -3.314
H  -3.052  0.066  -5.002
H  -0.632  2.420  -2.894
H  -1.202  0.949  -2.150
C  -1.279  3.667  1.009
O  -1.758  4.458  0.216
N  -1.798  3.531  2.280
N  -0.179  2.843  0.799
H  -2.407  4.217  2.693
H  -1.292  3.015  2.973
H  -0.408  1.847  0.757
H  0.728  3.211  0.620
C  -0.279  0.109  3.685
O  -1.309  0.379  3.081
N  -0.131  0.304  5.030
N  0.758  -0.574  3.096
H  0.524  -0.354  5.428
H  -0.793  0.629  5.702
H  1.614  -0.669  3.609
H  0.779  -0.592  2.085

Results
M = 335.73 g mol⁻¹
Charge = -1
E_LUMO = 2.7 eV
Energy relative to the best compared isomer or geometry (same formula, charge and spin) = 50.6 kcal per mole
Largest force on an atom = 2.8 eV Å⁻¹
Gap between HOMO and LUMO = 8.45 eV
E_HOMO = -5.79 eV

=====

[6]
Entry from OMol25: a structure of composition C2H3BeLiO4 (the ωB97M-V functional and the def2-TZVPD basis).

Cartesian coordinates (Å):
O  0.106  0.149  0.816
C  0.378  -1.037  0.962
C  0.289  -1.982  -0.194
O  -0.089  -1.383  -1.359
O  0.130  2.389  -1.008
O  -1.318  2.175  -0.611
Be  -0.285  0.153  -0.929
Li  -0.210  2.316  0.624
H  0.701  -1.418  1.948
H  -0.398  -2.791  0.150
H  1.286  -2.480  -0.234

Results
M = 106.99 g mol⁻¹
E_LUMO = -0.8 eV
Largest force on an atom = 3.0 eV Å⁻¹
Gap between HOMO and LUMO = 6.46 eV
E_HOMO = -7.22 eV